(1)
Below is C14H22F14N2OPbS2SbSi2Te as an isolated structure, with properties calculated with ωB97M-V with the def2-TZVPD basis set.

```
! wB97M-V def2-TZVPD RIJCOSX def2/J DEFGRID3
* xyz -2 2
Pb 0.15487 0.28904 1.40602
F 5.99208 -1.21737 -0.69421
C 5.21349 -1.86945 0.21921
F 5.41421 -1.27631 1.39281
F 5.73740 -3.12008 0.30981
C 3.78287 -1.92171 -0.24405
C 3.54741 -2.75717 -1.32394
C 2.28242 -2.87799 -1.86677
C 1.28141 -2.12116 -1.28504
N 1.49924 -1.30284 -0.27066
C 2.71763 -1.17149 0.29166
S 2.81520 -0.02890 1.60883
H 4.37196 -3.32943 -1.73144
H 2.07704 -3.53892 -2.69650
H 0.25636 -2.17225 -1.64002
C -2.48470 -0.78790 -2.57844
Si -2.52961 0.12342 -0.93484
C -4.06105 1.19315 -0.91132
C -2.67438 -1.16701 0.40466
C -1.07787 1.26230 -0.68392
Si 0.11169 2.05262 -1.87481
C 1.90091 2.10909 -1.34880
C 0.09643 1.22545 -3.56217
C -0.49500 3.81223 -2.03999
H -3.31772 -1.49697 -2.60202
H -1.56173 -1.35481 -2.72283
H -2.59446 -0.10674 -3.42496
H -4.96569 0.58175 -0.97702
H -4.06347 1.90457 -1.74189
H -4.08871 1.76021 0.02267
H -3.54274 -1.80633 0.21888
H -2.82527 -0.69737 1.38178
H -1.79735 -1.81786 0.47187
H -1.42672 2.07345 -0.03659
H 2.39399 1.14516 -1.48763
H 2.02778 2.40889 -0.30652
H 2.41487 2.84740 -1.97300
H 0.35721 0.16660 -3.48176
H 0.84143 1.70579 -4.20387
H -0.87550 1.29685 -4.05543
H -0.44131 4.29965 -1.06222
H -1.54260 3.83970 -2.35286
H 0.09960 4.38504 -2.75764
F -0.07868 5.08515 2.78704
Te -0.86857 3.35576 2.75556
F -1.58793 4.25964 1.22506
F -2.19712 2.15402 2.01752
F 0.02839 3.43502 4.43325
F -2.31197 4.00456 3.71866
O 0.49824 2.59860 1.80488
S -0.87645 0.95842 4.11282
C -2.46060 0.36570 4.06366
N -3.53691 -0.05511 4.08466
F 0.07677 -2.54511 1.82975
Sb 0.33862 -4.11055 2.89738
F -0.16883 -5.15935 1.40723
F -1.46345 -4.02536 3.43872
F 0.60138 -5.66600 3.93977
F 0.85617 -3.00968 4.33288
F 2.12935 -4.18804 2.29615
*
```

Calculated values
ΔE to the lowest compared entry with this formula, charge and spin, kJ/mol: 110.30
Frontier orbital gap (spin up / spin down), eV: 7.146 / 6.444
E, eV: -114462.266
E_LUMO (spin up / spin down), eV: 4.1677 / 2.7039

(2)
Below is one molecule with the formula C5H4N2O4, with properties calculated with ωB97M-V with the def2-TZVPD basis set.

```
! wB97M-V def2-TZVPD RIJCOSX def2/J DEFGRID3
* xyz 0 1
O -3.76724 -0.42183 -0.12010
N -2.69380 -1.01703 0.01329
O -2.55365 -2.21973 0.05012
C -1.56516 -0.15717 0.12595
C -1.60084 1.16662 -0.05600
C -0.27603 1.59654 0.00628
C 0.50968 0.47360 0.18932
C 1.89910 0.09308 0.06995
N 2.35581 -1.09739 -0.04593
O 3.75001 -1.07018 -0.07783
O -0.34393 -0.62603 0.25684
H -2.48465 1.74389 -0.21894
H 0.12816 2.60064 -0.09780
H 2.63750 0.91377 0.13999
H 4.00505 -1.97877 -0.23515
*
```

Calculated values
ΔE to the lowest compared entry with this formula, charge and spin, kJ/mol: 535.68
Frontier orbital gap, eV: 8.310
SMILES string: O=[N+]([O-])c1ccc(/C=N/O)o1
E, eV: -16414.342
E_LUMO, eV: -0.9758